{
  "formula": "C52H116O26P4",
  "method": "the ωB97M-V functional and the def2-TZVPD basis",
  "e_homo_ev": -8.996,
  "largest_force_ha_per_bohr": 0.0664,
  "gap_ev": 9.42,
  "total_charge": 0,
  "species": ["C", "O", "P", "O", "O", "C", "O", "C", "H", "H", "H", "H", "H", "H", "H", "H", "H", "C", "O", "P", "O", "O", "C", "O", "C", "H", "H", "H", "H", "H", "H", "H", "H", "H", "C", "O", "P", "O", "O", "C", "O", "C", "H", "H", "H", "H", "H", "H", "H", "H", "H", "C", "O", "P", "O", "O", "C", "O", "C", "H", "H", "H", "H", "H", "H", "H", "H", "H", "C", "C", "C", "O", "C", "H", "H", "H", "H", "H", "H", "H", "H", "C", "C", "C", "O", "C", "H", "H", "H", "H", "H", "H", "H", "H", "C", "C", "C", "O", "C", "H", "H", "H", "H", "H", "H", "H", "H", "C", "C", "C", "O", "C", "H", "H", "H", "H", "H", "H", "H", "H", "C", "C", "C", "O", "C", "H", "H", "H", "H", "H", "H", "H", "H", "C", "C", "C", "O", "C", "H", "H", "H", "H", "H", "H", "H", "H", "C", "C", "C", "O", "C", "H", "H", "H", "H", "H", "H", "H", "H", "C", "C", "C", "O", "C", "H", "H", "H", "H", "H", "H", "H", "H", "C", "C", "C", "O", "C", "H", "H", "H", "H", "H", "H", "H", "H", "C", "C", "C", "O", "C", "H", "H", "H", "H", "H", "H", "H", "H"],
  "xyz": [[-15.2301, 26.2679, -16.0134], [-15.1440, 26.5968, -14.6278], [-15.4173, 25.4713, -13.4503], [-14.5048, 24.2723, -13.4505], [-16.9474, 25.1288, -13.5116], [-17.4608, 24.2833, -14.5818], [-15.3184, 26.3988, -12.1331], [-16.1275, 27.5246, -11.8513], [-15.5207, 25.2419, -16.2390], [-14.2954, 26.4018, -16.5581], [-15.9226, 26.8716, -16.6000], [-16.6912, 23.7252, -15.1150], [-17.9781, 24.8262, -15.3729], [-18.2045, 23.5465, -14.2783], [-16.8130, 27.2711, -11.0427], [-16.5844, 27.8301, -12.7926], [-15.5228, 28.3679, -11.5176], [-11.4008, 20.1940, -18.9108], [-11.9465, 21.4938, -19.1766], [-12.4025, 22.4980, -17.9979], [-12.6880, 23.8978, -18.3596], [-11.2633, 22.2189, -16.8299], [-10.0175, 22.7880, -16.9842], [-13.7282, 21.7560, -17.4471], [-14.3882, 22.1383, -16.2616], [-10.3268, 20.3011, -19.0627], [-11.9199, 19.4575, -19.5241], [-11.5096, 19.9475, -17.8546], [-9.9334, 23.4104, -17.8750], [-9.2161, 22.0541, -17.0696], [-9.8202, 23.3893, -16.0968], [-14.8617, 21.3041, -15.7438], [-15.2620, 22.7543, -16.4740], [-13.7013, 22.4492, -15.4744], [-15.5531, 24.4070, -25.2190], [-15.7232, 25.5431, -26.0895], [-14.7273, 26.7963, -25.8874], [-14.4282, 27.1841, -24.4777], [-15.4290, 27.8940, -26.7814], [-14.8603, 29.2036, -26.9584], [-13.4156, 26.4046, -26.7716], [-12.2247, 27.1752, -26.8960], [-14.9842, 24.6413, -24.3192], [-15.0470, 23.5906, -25.7343], [-16.5359, 24.0687, -24.8907], [-14.9220, 29.4728, -28.0128], [-13.8297, 29.3673, -26.6434], [-15.4933, 29.9290, -26.4474], [-12.1213, 27.9577, -26.1442], [-12.0595, 27.6200, -27.8773], [-11.3365, 26.5433, -26.8865], [-24.6890, 25.4860, -19.4909], [-24.0631, 25.5827, -18.2491], [-22.8004, 24.5845, -17.9384], [-21.7218, 24.6792, -18.9417], [-22.3639, 25.0146, -16.4457], [-21.0764, 24.9046, -15.8576], [-23.5631, 23.1297, -17.7337], [-24.2892, 22.8660, -16.5510], [-25.6952, 25.0812, -19.3822], [-24.1821, 24.8028, -20.1724], [-24.7667, 26.5031, -19.8752], [-20.3978, 24.7549, -16.6974], [-21.1035, 24.0225, -15.2180], [-20.7134, 25.7658, -15.2966], [-25.3044, 22.5451, -16.7845], [-24.3041, 23.6958, -15.8444], [-23.8125, 22.0034, -16.0854], [-14.6464, 18.7047, -18.1732], [-16.0895, 18.7147, -17.9363], [-16.6698, 17.5036, -18.7331], [-15.5966, 16.5908, -18.7598], [-14.3983, 17.4188, -18.9237], [-14.0790, 18.8039, -17.2479], [-14.2755, 19.4879, -18.8345], [-16.5313, 19.6931, -18.1254], [-16.3674, 18.5791, -16.8911], [-17.0982, 17.8060, -19.6886], [-17.3766, 16.9971, -18.0758], [-14.1039, 17.5956, -19.9581], [-13.5990, 16.8457, -18.4538], [-16.3373, 22.7916, -19.5248], [-17.8065, 22.7725, -19.7855], [-18.3417, 23.6180, -18.5911], [-17.1914, 24.2330, -18.0175], [-16.1153, 24.1968, -18.9330], [-15.7538, 22.7282, -20.4433], [-15.9945, 22.0102, -18.8467], [-18.1104, 21.7356, -19.6418], [-18.0241, 23.0419, -20.8191], [-18.8346, 23.0732, -17.7859], [-19.0147, 24.3376, -19.0572], [-15.1979, 24.3449, -18.3634], [-16.2116, 24.9789, -19.6861], [-18.1245, 25.2157, -22.4958], [-18.9604, 25.7337, -21.3276], [-19.3874, 27.0751, -21.8238], [-18.4242, 27.4219, -22.8483], [-17.4874, 26.4480, -23.0368], [-18.7377, 24.6335, -23.1836], [-17.3482, 24.5220, -22.1728], [-18.4139, 25.8693, -20.3943], [-19.8296, 25.1026, -21.1425], [-19.4475, 27.7881, -21.0015], [-20.3182, 27.0501, -22.3906], [-16.5833, 26.7394, -22.5023], [-17.2535, 26.3533, -24.0972], [-19.7172, 19.9961, -14.2892], [-18.2402, 20.4409, -14.3772], [-18.1461, 20.9342, -15.8098], [-19.3411, 21.6888, -15.8544], [-20.3752, 20.8858, -15.3092], [-20.2240, 20.0870, -13.3286], [-19.8735, 19.0248, -14.7586], [-17.5702, 19.6083, -14.1632], [-18.0682, 21.2764, -13.6987], [-18.1363, 20.1840, -16.6004], [-17.3779, 21.6717, -16.0423], [-20.8980, 20.4545, -16.1628], [-21.0378, 21.6167, -14.8457], [-19.7434, 27.8163, -18.1850], [-20.5058, 28.4427, -17.0677], [-19.4351, 28.7859, -15.9773], [-18.1938, 28.3693, -16.5694], [-18.4751, 27.3353, -17.5405], [-19.4996, 28.6105, -18.8905], [-20.3056, 27.0724, -18.7494], [-21.0606, 27.6089, -16.6374], [-21.0897, 29.3141, -17.3641], [-19.5301, 28.2000, -15.0631], [-19.4544, 29.8352, -15.6828], [-18.5806, 26.3519, -17.0823], [-17.7292, 27.2257, -18.3278], [-20.7201, 22.4290, -22.9612], [-21.5588, 22.8969, -21.7961], [-22.8609, 22.1825, -22.0992], [-22.4017, 20.8677, -22.4407], [-21.3324, 21.0765, -23.2934], [-19.6661, 22.3731, -22.6891], [-20.7299, 23.1766, -23.7545], [-21.6864, 23.9791, -21.8189], [-21.0517, 22.6153, -20.8732], [-23.4153, 22.6108, -22.9342], [-23.5386, 22.1885, -21.2455], [-21.6638, 20.9958, -24.3287], [-20.7047, 20.1917, -23.1873], [-19.8774, 19.7934, -20.3468], [-20.5071, 20.0960, -18.9866], [-20.6575, 18.7728, -18.3136], [-20.5202, 17.7808, -19.3550], [-20.4366, 18.4439, -20.6465], [-18.8290, 19.5748, -20.1438], [-20.0108, 20.5458, -21.1241], [-21.4562, 20.5997, -19.1697], [-19.9109, 20.7483, -18.3485], [-21.6921, 18.7131, -17.9757], [-19.8536, 18.6629, -17.5857], [-21.4200, 18.4646, -21.1162], [-19.8649, 17.8047, -21.3193], [-17.1412, 21.0980, -22.9309], [-17.6667, 20.3025, -24.0734], [-16.4266, 19.5429, -24.4922], [-15.7601, 19.2718, -23.2761], [-15.9838, 20.3160, -22.3159], [-17.8686, 21.3120, -22.1478], [-16.7986, 22.0667, -23.2947], [-17.9158, 20.9605, -24.9060], [-18.3892, 19.5483, -23.7616], [-15.7400, 20.1321, -25.1001], [-16.5316, 18.6512, -25.1102], [-15.0890, 20.9324, -22.2288], [-16.1434, 19.9250, -21.3110], [-11.5014, 23.8877, -21.8701], [-10.8099, 23.8003, -23.2668], [-12.0704, 23.7314, -24.1534], [-12.9273, 22.8342, -23.4017], [-12.8126, 23.0815, -21.9963], [-11.7753, 24.9230, -21.6668], [-10.8913, 23.5060, -21.0514], [-10.1715, 22.9480, -23.4992], [-10.2054, 24.6862, -23.4618], [-11.9235, 23.3168, -25.1506], [-12.5392, 24.7067, -24.2844], [-12.8531, 22.1235, -21.4779], [-13.6082, 23.7100, -21.5961], [-14.8961, 29.5215, -18.2449], [-15.0050, 28.6657, -19.4507], [-13.8010, 27.7527, -19.4752], [-12.8568, 28.6516, -18.9759], [-13.4053, 29.4825, -17.9435], [-15.5062, 29.2574, -17.3811], [-15.2147, 30.5206, -18.5423], [-15.0393, 29.2655, -20.3602], [-15.8862, 28.0288, -19.5276], [-13.5233, 27.4029, -20.4695], [-13.8725, 26.9538, -18.7370], [-12.9179, 30.4566, -17.9849], [-13.0856, 28.9689, -17.0368]]
}

***

{
  "formula": "C52H120CaN7O12",
  "method": "the ωB97M-V functional and the def2-TZVPD basis",
  "e_homo_ev": -8.831,
  "largest_force_ha_per_bohr": 0.0659,
  "gap_ev": 2.75,
  "total_charge": 1,
  "species": ["Ca", "C", "O", "H", "H", "H", "C", "C", "C", "C", "C", "C", "N", "O", "C", "C", "C", "H", "H", "H", "H", "H", "H", "H", "H", "H", "H", "H", "H", "H", "H", "H", "H", "H", "H", "H", "C", "C", "C", "C", "C", "C", "N", "O", "C", "C", "C", "H", "H", "H", "H", "H", "H", "H", "H", "H", "H", "H", "H", "H", "H", "H", "H", "H", "H", "H", "C", "C", "C", "C", "C", "C", "N", "O", "C", "C", "C", "H", "H", "H", "H", "H", "H", "H", "H", "H", "H", "H", "H", "H", "H", "H", "H", "H", "H", "H", "C", "O", "C", "C", "N", "C", "C", "O", "C", "H", "H", "H", "H", "H", "H", "H", "H", "H", "H", "H", "H", "H", "H", "H", "C", "O", "C", "C", "N", "C", "C", "O", "C", "H", "H", "H", "H", "H", "H", "H", "H", "H", "H", "H", "H", "H", "H", "H", "C", "O", "C", "C", "N", "C", "C", "O", "C", "H", "H", "H", "H", "H", "H", "H", "H", "H", "H", "H", "H", "H", "H", "H", "C", "O", "C", "C", "N", "C", "C", "O", "C", "H", "H", "H", "H", "H", "H", "H", "H", "H", "H", "H", "H", "H", "H", "H"],
  "xyz": [[-1.1056, -6.5726, 0.3159], [-2.7739, -0.6666, 0.9764], [-2.7383, -1.7853, 0.1747], [-1.9126, -0.0282, 0.7797], [-3.7108, -0.1471, 0.7755], [-2.7187, -0.9485, 2.0279], [-2.9668, -1.3455, -10.3913], [-1.7497, -1.4049, -9.5041], [-0.4647, -1.1568, -10.3675], [-0.2855, 0.3591, -10.6030], [-0.3945, 1.1837, -9.3024], [-1.6573, 0.8583, -8.3823], [-1.8548, -0.5991, -8.2526], [-2.9584, -0.9261, -7.4595], [-1.3417, 1.4600, -6.9891], [-2.9397, 1.5521, -8.9074], [-1.5912, -2.9146, -9.1004], [-3.9606, -1.5355, -9.9859], [-2.7902, -2.1319, -11.1251], [-2.9944, -0.4066, -10.9444], [0.3654, -1.7570, -9.9951], [-0.5927, -1.5698, -11.3680], [-1.1105, 0.7592, -11.1923], [0.6578, 0.4529, -11.1411], [-0.4480, 2.2394, -9.5685], [0.4518, 1.1084, -8.6196], [-1.0443, 2.4979, -7.1388], [-2.1450, 1.3826, -6.2564], [-0.4194, 1.1150, -6.5217], [-2.9978, 1.5799, -9.9955], [-3.8538, 1.1786, -8.4459], [-2.8718, 2.6068, -8.6407], [-0.7478, -3.1488, -8.4508], [-1.4401, -3.5437, -9.9776], [-2.4352, -3.2793, -8.5149], [-2.6528, -0.8146, -6.5563], [-10.3491, 6.6910, -4.3007], [-11.3873, 6.7056, -3.1569], [-12.4847, 5.7118, -3.6676], [-12.1930, 4.2405, -3.4643], [-11.7036, 3.9178, -2.0519], [-10.5112, 4.8487, -1.5779], [-10.8950, 6.2470, -1.7944], [-10.1379, 7.1598, -1.1115], [-10.3815, 4.4786, -0.0444], [-9.1834, 4.4200, -2.2785], [-11.9600, 8.1266, -3.0815], [-10.5979, 7.3836, -5.1047], [-10.1525, 5.6984, -4.7059], [-9.4132, 7.1287, -3.9533], [-13.4758, 6.0340, -3.3481], [-12.6181, 5.8702, -4.7378], [-11.4041, 3.9187, -4.1441], [-13.0681, 3.5951, -3.5415], [-11.4917, 2.8515, -2.1295], [-12.4696, 4.0003, -1.2809], [-9.4602, 4.9431, 0.3070], [-11.1841, 4.7797, 0.6289], [-10.2476, 3.4088, 0.1161], [-9.1404, 3.3392, -2.1441], [-9.1877, 4.5427, -3.3616], [-8.3346, 4.9233, -1.8156], [-11.1819, 8.8391, -3.3554], [-12.4032, 8.3683, -2.1154], [-12.7341, 8.1635, -3.8480], [-10.7855, 7.4626, -0.4708], [7.4862, 4.8158, -2.1048], [6.4273, 4.4508, -3.1841], [5.4180, 5.6932, -3.1522], [5.7373, 6.9909, -3.9867], [6.1412, 6.5220, -5.3377], [7.2914, 5.5278, -5.3463], [6.9505, 4.3189, -4.5295], [7.8381, 3.2865, -4.7067], [7.5446, 5.0093, -6.8511], [8.5977, 6.2623, -4.8423], [5.6320, 3.1545, -2.8114], [8.4272, 4.3193, -2.3419], [7.1866, 4.6393, -1.0717], [7.8155, 5.8522, -2.1786], [4.3521, 5.4675, -3.1838], [5.4915, 5.9915, -2.1064], [6.5043, 7.5811, -3.4853], [4.8556, 7.6128, -4.1412], [6.2977, 7.4205, -5.9346], [5.2681, 6.0259, -5.7616], [8.3124, 4.2397, -6.9303], [6.5509, 4.6523, -7.1220], [7.9722, 5.7716, -7.5024], [9.4841, 5.6699, -5.0693], [8.8353, 7.0888, -5.5120], [8.6930, 6.6681, -3.8352], [5.3070, 2.5521, -3.6597], [4.7153, 3.4369, -2.2937], [6.2124, 2.5544, -2.1106], [8.5780, 3.6681, -4.2286], [2.1618, -6.0738, 11.2804], [2.1896, -4.6625, 11.1683], [2.7096, -3.9344, 12.2722], [3.0373, -2.5083, 11.8544], [1.9113, -1.8158, 11.2809], [0.8737, -1.5140, 12.2800], [-0.3013, -1.0417, 11.4429], [-0.8341, -2.0753, 10.6139], [-1.8722, -1.6625, 9.7439], [1.5652, -6.4975, 12.0883], [3.1806, -6.4365, 11.4168], [1.8404, -6.5405, 10.3492], [3.5709, -4.4865, 12.6482], [1.9087, -3.9396, 13.0116], [3.9484, -2.4131, 11.2638], [3.2939, -1.8966, 12.7194], [1.4869, -2.5280, 10.7041], [1.2312, -0.7852, 13.0075], [0.5474, -2.4469, 12.7397], [-0.1452, -0.1221, 10.8788], [-1.0336, -0.7208, 12.1838], [-1.4418, -1.0558, 8.9472], [-2.6404, -1.1071, 10.2817], [-2.3363, -2.5187, 9.2544], [3.7783, 4.0063, 7.9394], [4.6677, 5.0929, 8.3169], [4.2972, 5.7906, 9.5388], [4.3928, 5.0761, 10.8221], [5.7368, 5.2736, 11.3295], [6.0032, 4.5619, 12.5501], [7.5164, 4.7470, 12.9583], [7.8476, 3.8980, 14.0325], [9.1871, 3.8479, 14.3648], [4.2492, 3.1329, 8.3906], [3.7377, 3.8626, 6.8597], [2.8093, 3.9776, 8.4378], [3.2780, 6.1325, 9.3583], [4.8987, 6.6975, 9.4781], [4.0806, 4.0556, 10.6001], [3.5603, 5.3520, 11.4694], [6.3739, 5.0136, 10.5902], [5.8928, 3.4977, 12.3416], [5.3907, 4.9021, 13.3851], [7.7652, 5.7650, 13.2581], [8.0946, 4.3618, 12.1184], [9.7519, 3.3661, 13.5667], [9.4551, 3.1904, 15.1918], [9.5837, 4.8506, 14.5242], [1.8352, -5.1530, 3.3889], [2.0971, -5.0160, 1.9916], [3.4856, -4.7270, 1.7625], [3.6918, -4.3618, 0.3005], [3.3210, -5.4420, -0.5777], [3.3516, -4.9561, -1.9597], [4.7478, -4.6722, -2.4987], [5.4242, -5.8951, -2.4006], [6.8453, -5.8410, -2.4865], [2.0395, -4.2735, 3.9995], [2.2889, -6.0703, 3.7641], [0.7466, -5.1492, 3.4443], [3.9337, -5.6763, 2.0560], [3.7567, -3.9293, 2.4541], [4.7505, -4.1379, 0.1701], [3.0689, -3.4870, 0.1141], [4.0028, -6.1864, -0.5441], [2.7346, -4.0731, -2.1264], [2.9799, -5.7562, -2.5998], [5.2784, -3.8956, -1.9478], [4.6305, -4.2528, -3.4979], [7.1092, -5.2440, -3.3595], [7.3257, -6.7803, -2.7605], [7.2994, -5.2512, -1.6903], [-4.6938, -8.9709, 0.6370], [-4.2294, -8.4987, -0.6565], [-5.0493, -9.0034, -1.7050], [-4.5411, -8.4133, -2.9688], [-3.0780, -8.6938, -3.1774], [-2.9321, -10.1951, -3.3885], [-1.5512, -10.5414, -4.0180], [-1.5143, -10.1298, -5.3724], [-0.2968, -10.4777, -6.1006], [-4.5402, -10.0064, 0.9409], [-5.7602, -8.8159, 0.8008], [-4.1273, -8.3948, 1.3686], [-6.0775, -8.6594, -1.5934], [-5.0431, -10.0928, -1.7408], [-4.8688, -7.3756, -3.0318], [-5.1506, -8.8208, -3.7754], [-2.7726, -8.2696, -4.0416], [-3.6799, -10.6502, -4.0379], [-3.0547, -10.7434, -2.4544], [-1.3549, -11.5876, -3.7831], [-0.8220, -10.0728, -3.3572], [0.4936, -9.9574, -5.5596], [-0.3711, -10.2138, -7.1556], [-0.1229, -11.5511, -6.1756]]
}